(1)
{
  "formula": "CH5NOS2",
  "method": "wB97M-V/def2-TZVPD",
  "symbols": ["N", "C", "O", "H", "H", "H", "S", "S", "H", "H"],
  "coordinates": [[-4.042270, 0.114800, -0.594026], [-2.687928, 0.028299, -0.638849], [-1.949822, 0.966765, -0.459326], [-4.439406, 0.986540, -0.276256], [-4.650902, -0.664121, -0.766071], [-2.310888, -0.991836, -0.840792], [2.655135, -1.053292, 0.727589], [1.498472, 0.471131, 0.025465], [3.654180, -0.374462, 1.315459], [0.737528, 0.762729, 1.090426]],
  "forces_ev_per_angstrom": [[0.03, 0.21, 0.13], [-0.12, -0.23, 0.00], [0.11, 0.11, 0.11], [-0.02, -0.09, -0.17], [0.13, -0.08, 0.05], [-0.09, 0.12, -0.09], [0.01, -0.27, 0.24], [-0.03, 0.31, -0.34], [-0.02, 0.12, -0.06], [0.00, -0.20, 0.12]],
  "multiplicity": 1,
  "de_lowest_kj_mol": 12.8,
  "orbital_gap_ev": 10.0
}

=====

(2)
{
  "formula": "C43H100BFN3O23P",
  "method": "wB97M-V/def2-TZVPD",
  "symbols": ["C", "C", "C", "C", "O", "C", "C", "C", "N", "N", "N", "O", "C", "C", "O", "C", "C", "O", "C", "O", "C", "C", "C", "C", "C", "C", "B", "O", "O", "C", "F", "O", "C", "C", "C", "O", "O", "C", "P", "O", "O", "O", "H", "H", "H", "H", "H", "H", "H", "H", "H", "H", "H", "H", "H", "H", "H", "H", "H", "H", "H", "H", "H", "H", "H", "H", "H", "H", "H", "H", "H", "H", "H", "H", "H", "H", "H", "H", "H", "H", "H", "H", "C", "C", "O", "H", "H", "H", "H", "H", "H", "C", "C", "O", "H", "H", "H", "H", "H", "H", "C", "C", "O", "H", "H", "H", "H", "H", "H", "C", "C", "O", "H", "H", "H", "H", "H", "H", "C", "C", "O", "H", "H", "H", "H", "H", "H", "C", "C", "O", "H", "H", "H", "H", "H", "H", "C", "C", "O", "H", "H", "H", "H", "H", "H", "C", "C", "O", "H", "H", "H", "H", "H", "H", "C", "C", "O", "H", "H", "H", "H", "H", "H", "C", "C", "O", "H", "H", "H", "H", "H", "H"],
  "coordinates": [[-1.921792, 3.364539, -4.412770], [-0.745676, 2.393182, -4.205050], [-0.954685, 1.489920, -2.970333], [-0.805975, 2.355255, -1.699704], [-0.388370, 1.783585, -0.472150], [-0.702927, 0.467622, -0.124835], [-0.210949, 0.435541, 1.364481], [-0.512592, -0.754443, 2.295831], [-1.502912, -0.395559, 3.323818], [-0.916628, -2.024473, 1.733997], [0.741481, -1.063703, 3.071680], [-0.200362, -0.582398, -0.869745], [1.187293, -0.787728, -1.069849], [1.215140, -1.548380, -2.427280], [2.435325, -2.332243, -2.511267], [2.207149, -3.582972, -2.986980], [3.148672, -4.644042, -2.431870], [1.361675, -3.858834, -3.803917], [2.113670, 0.415285, -1.334107], [2.721593, 1.032576, -0.202560], [2.554186, 2.392331, -0.134610], [2.680604, 3.250037, -1.200657], [2.462488, 4.589731, -0.995068], [2.151358, 5.109787, 0.224968], [2.052468, 4.250410, 1.307301], [2.246999, 2.915378, 1.101146], [1.879946, -1.909426, -0.115265], [3.055924, -1.762195, 0.576896], [1.221572, -3.121731, -0.063055], [-2.257196, 0.275325, -0.178078], [-2.876646, 0.700220, 0.960135], [-2.568586, -1.040015, -0.519619], [-3.632145, -1.153395, -1.452388], [-3.704738, -2.676649, -1.787539], [-2.348664, -3.300796, -1.518864], [-1.514560, -3.452293, -2.397060], [-2.076472, -3.723385, -0.254139], [-4.992087, -0.706524, -0.853198], [-5.677560, 0.833326, -1.531192], [-7.094793, 0.636775, -1.845609], [-4.876923, 1.279002, -2.863098], [-5.549134, 1.982091, -0.395908], [-1.644069, 4.199591, -5.061763], [-2.776439, 2.863426, -4.878820], [-2.253148, 3.801351, -3.467109], [0.132898, 3.032793, -4.048056], [-0.547036, 1.814333, -5.108699], [-0.277326, 0.643864, -3.042683], [-1.986252, 1.123836, -3.034508], [-1.774236, 2.857500, -1.544667], [-0.120581, 3.176111, -1.936312], [-0.644593, 1.337410, 1.802972], [0.863636, 0.609900, 1.316601], [-1.214351, 0.468436, 3.758160], [-1.535267, -1.137442, 4.007170], [-0.536153, -2.797049, 2.271073], [-1.920963, -2.140365, 1.809076], [1.299134, -0.230230, 3.195586], [1.263926, -1.819175, 2.643657], [1.255213, -0.855893, -3.271508], [0.330124, -2.177847, -2.445517], [2.585606, -5.489980, -2.045804], [3.879164, -4.931053, -3.188879], [3.732909, -4.200522, -1.616564], [2.929577, 0.034844, -1.963821], [1.577108, 1.119221, -1.976449], [2.909109, 2.822585, -2.178821], [2.530640, 5.250538, -1.850905], [1.970655, 6.167403, 0.381311], [1.824558, 4.580289, 2.313587], [2.176128, 2.243534, 1.950537], [3.806785, -1.584296, -0.007600], [1.838001, -3.822361, 0.179546], [-2.706032, 0.872118, -0.986296], [-3.390872, -0.657148, -2.398091], [-3.914380, -2.815758, -2.846064], [-4.439818, -3.175802, -1.152548], [-1.153800, -3.436780, -0.092010], [-5.763542, -1.460042, -0.999786], [-4.892937, -0.579417, 0.228828], [-5.269784, 2.098270, -3.193305], [-5.300095, 2.826057, -0.791649], [-2.082351, -3.556794, -6.565103], [-0.791731, -2.841085, -6.207604], [-0.888757, -2.216882, -4.936584], [-2.917658, -2.854601, -6.572602], [-2.011454, -4.029228, -7.546970], [-2.313096, -4.325638, -5.823889], [-0.573690, -2.060776, -6.937427], [0.047199, -3.545132, -6.192844], [-1.067377, -2.906563, -4.283680], [-5.636745, -4.047467, 2.051607], [-5.231110, -5.405990, 1.506620], [-4.426067, -5.255093, 0.343171], [-6.190843, -3.485910, 1.297629], [-6.260381, -4.150047, 2.941722], [-4.754369, -3.455969, 2.310100], [-6.110751, -5.986684, 1.230592], [-4.664319, -5.971716, 2.255367], [-3.641955, -4.749137, 0.592854], [0.787441, 8.864957, -2.424248], [0.649839, 7.801100, -3.497701], [0.706377, 6.495028, -2.932358], [1.729717, 8.742691, -1.887857], [0.755971, 9.866372, -2.857108], [-0.016320, 8.777993, -1.688985], [1.464008, 7.876989, -4.217333], [-0.297612, 7.916634, -4.035210], [-0.016523, 6.415286, -2.302043], [7.706417, -3.276402, -0.706544], [7.166304, -1.882416, -0.966318], [6.270436, -1.478200, 0.067739], [6.888382, -3.994813, -0.637864], [8.383272, -3.589482, -1.502945], [8.246198, -3.310648, 0.242739], [6.611185, -1.856753, -1.903459], [7.985202, -1.158621, -1.029570], [6.756901, -1.488501, 0.897229], [-3.610180, 1.328113, 7.508840], [-3.077355, 0.255268, 6.581548], [-2.046146, 0.765649, 5.736492], [-4.003062, 2.167918, 6.934632], [-4.403367, 0.933850, 8.141448], [-2.812575, 1.719884, 8.146943], [-3.869740, -0.116470, 5.933981], [-2.677099, -0.586440, 7.158072], [-1.337454, 1.087196, 6.303496], [6.104376, 3.705292, -4.715893], [5.285742, 3.429762, -3.468910], [4.571241, 2.198324, -3.597028], [5.457505, 3.751126, -5.593026], [6.645184, 4.648891, -4.627456], [6.827344, 2.903649, -4.890462], [4.554472, 4.218412, -3.310632], [5.930434, 3.374456, -2.585235], [5.220392, 1.500659, -3.727062], [4.818073, 0.102432, 4.470626], [4.202349, 0.554738, 5.782735], [2.942637, 1.183449, 5.564805], [4.949672, 0.952037, 3.799093], [5.788455, -0.369870, 4.635244], [4.164668, -0.611684, 3.962404], [4.845319, 1.281733, 6.276981], [4.063340, -0.297393, 6.456566], [2.367216, 0.539172, 5.139404], [6.768774, 7.760332, -3.045196], [5.251642, 7.717627, -3.046968], [4.770908, 6.508363, -2.466293], [7.173892, 6.910744, -3.596503], [7.136373, 8.681700, -3.499882], [7.155350, 7.696947, -2.025214], [4.869485, 7.760454, -4.066336], [4.842936, 8.567178, -2.489027], [5.093609, 6.467003, -1.560196], [-3.180579, -9.046800, 1.385758], [-3.285526, -9.024656, 2.900559], [-3.362593, -10.352707, 3.414352], [-4.040700, -9.557507, 0.951787], [-3.131260, -8.034706, 0.978509], [-2.288409, -9.593997, 1.070745], [-4.186623, -8.498584, 3.213293], [-2.420229, -8.519971, 3.344221], [-2.563605, -10.815479, 3.146296], [-6.407119, -2.188583, 9.198260], [-7.020320, -0.886667, 8.716324], [-6.374990, -0.423241, 7.532361], [-5.342358, -2.057342, 9.395950], [-6.893574, -2.537600, 10.110465], [-6.500266, -2.965004, 8.435020], [-6.907954, -0.108984, 9.470722], [-8.087916, -1.016778, 8.511706], [-6.480796, -1.101381, 6.858205]],
  "forces_ev_per_angstrom": [[-0.01, -0.12, -0.30], [-0.09, 0.69, 0.34], [-0.10, 0.49, -0.51], [-0.67, 0.29, -0.68], [0.64, -0.23, -0.69], [-0.92, -0.44, 2.63], [-0.61, 0.25, -0.75], [0.53, -0.67, 2.50], [-0.07, 0.58, -1.72], [-0.12, -0.41, -0.62], [-0.44, -0.45, -0.19], [0.11, 0.66, -0.75], [1.78, -0.70, -0.36], [-0.11, 0.79, -0.14], [-0.57, -0.53, 0.50], [-0.09, -1.14, -0.88], [0.55, 1.23, 0.49], [0.47, 0.43, 0.74], [0.08, -0.26, -0.46], [-0.72, 0.10, -0.27], [-0.01, -0.14, 0.38], [0.03, -1.09, -0.65], [0.18, 0.85, -1.51], [-0.32, 0.59, 1.13], [-0.02, 0.28, 0.15], [0.20, -0.86, 1.18], [-0.67, 0.10, 0.15], [0.18, -0.60, -0.52], [0.06, 0.08, -0.05], [-0.07, -0.19, -1.99], [0.13, -0.25, 0.29], [-0.37, 0.68, 0.66], [-0.52, -1.51, 0.21], [0.52, -0.06, 0.69], [1.03, -0.61, -1.14], [-0.78, 0.34, 0.83], [-0.42, 0.68, -0.46], [0.89, 0.80, -0.36], [-2.13, -0.47, 0.28], [-0.37, -0.06, -0.17], [0.76, 0.16, 1.02], [1.02, -0.24, -0.76], [0.01, -0.11, 0.00], [0.02, -0.01, 0.13], [0.03, -0.05, -0.04], [0.13, -0.31, 0.03], [-0.18, -0.08, 0.08], [-0.07, 0.03, 0.27], [0.21, -0.34, 0.06], [0.08, -0.14, 0.17], [0.29, -0.25, 0.38], [0.07, -0.12, 0.10], [-0.05, -0.18, -0.13], [-0.31, -0.08, 0.36], [0.26, 0.16, 0.22], [0.21, 0.24, 0.13], [-0.06, 0.38, -0.25], [0.27, -0.16, -0.26], [0.42, 0.42, -0.16], [-0.41, -0.10, 0.00], [0.20, -0.07, -0.32], [-0.04, -0.05, -0.31], [-0.30, -0.25, -0.11], [-0.10, -0.17, -0.01], [-0.04, -0.06, 0.15], [0.09, 0.18, 0.31], [0.03, 0.41, 0.22], [0.01, 0.04, 0.06], [0.07, 0.01, -0.24], [-0.04, 0.21, -0.10], [0.01, -0.06, -0.10], [0.20, 0.49, 0.42], [-0.08, 0.03, 0.30], [0.45, 0.41, 0.19], [0.11, 0.31, 0.30], [-0.19, -0.05, 0.10], [-0.01, 0.00, -0.16], [0.08, -0.21, 0.21], [-0.06, 0.18, -0.29], [0.11, 0.06, -0.10], [-0.05, -0.14, -0.31], [0.02, 0.12, 0.31], [-0.04, 0.02, -0.05], [-0.06, -0.15, 0.36], [-0.17, 0.25, -0.29], [0.03, 0.03, -0.05], [-0.03, -0.03, 0.01], [0.07, -0.05, -0.04], [0.03, 0.05, 0.04], [0.01, 0.00, -0.14], [0.09, 0.10, 0.18], [-0.05, -0.02, 0.04], [0.32, 0.31, -0.01], [-0.19, -0.14, 0.02], [-0.06, -0.06, 0.01], [0.01, 0.05, 0.00], [0.00, -0.04, 0.08], [0.07, -0.04, -0.10], [-0.17, -0.03, 0.11], [0.08, -0.04, -0.17], [0.07, 0.02, 0.01], [-0.26, -0.03, 0.31], [0.11, 0.00, -0.21], [0.03, 0.00, -0.06], [-0.03, 0.00, 0.03], [-0.05, 0.05, -0.06], [0.01, -0.14, 0.00], [0.07, 0.13, -0.10], [0.03, -0.05, 0.04], [-0.06, -0.04, -0.02], [0.17, -0.08, 0.34], [-0.23, -0.01, -0.27], [-0.01, 0.01, -0.06], [0.02, -0.01, 0.03], [0.08, 0.03, -0.05], [-0.09, 0.08, 0.06], [0.02, -0.03, -0.15], [-0.08, 0.03, 0.06], [0.04, 0.11, 0.07], [0.20, 0.19, 0.23], [-0.06, 0.07, 0.19], [-0.06, -0.06, -0.03], [-0.01, 0.01, -0.02], [0.02, -0.08, 0.02], [0.09, 0.02, -0.10], [-0.15, -0.06, 0.01], [-0.03, 0.02, 0.03], [-0.03, 0.01, -0.03], [0.17, -0.25, -0.16], [-0.09, 0.02, -0.02], [-0.03, 0.06, 0.03], [0.02, -0.02, -0.01], [0.07, 0.06, 0.05], [-0.03, -0.08, 0.05], [-0.01, 0.17, 0.02], [-0.04, -0.05, -0.01], [0.01, 0.05, -0.03], [-0.20, -0.24, -0.26], [0.03, 0.16, 0.06], [0.03, 0.02, 0.04], [-0.01, -0.03, -0.01], [0.04, -0.06, 0.04], [-0.11, 0.07, 0.03], [0.15, 0.01, 0.05], [-0.03, -0.03, 0.06], [0.01, -0.02, -0.05], [0.17, -0.07, 0.36], [-0.04, 0.08, -0.23], [-0.03, 0.03, -0.05], [0.02, -0.01, 0.03], [-0.01, 0.09, 0.01], [-0.09, -0.09, 0.03], [0.02, 0.10, -0.14], [-0.07, -0.06, 0.03], [-0.03, 0.13, 0.00], [0.30, -0.32, -0.29], [-0.21, 0.11, 0.20], [-0.04, 0.05, 0.04], [0.01, -0.02, -0.04], [0.05, 0.08, 0.01], [-0.03, -0.12, 0.10], [-0.07, 0.15, -0.04], [0.00, -0.02, -0.01], [0.06, 0.02, 0.03], [0.02, -0.31, -0.26], [0.00, 0.11, 0.12], [-0.02, 0.04, 0.05], [0.00, -0.03, -0.02], [-0.09, -0.02, 0.04], [0.03, 0.08, -0.10], [-0.04, 0.03, 0.16], [0.00, 0.02, -0.03]],
  "multiplicity": 1,
  "orbital_gap_ev": 8.6
}

=====

(3)
{
  "formula": "C2H6N4O",
  "method": "wB97M-V/def2-TZVPD",
  "symbols": ["H", "N", "N", "C", "N", "N", "H", "H", "H", "C", "O", "H", "H"],
  "coordinates": [[-3.087315, 0.178398, 1.024366], [-2.576208, 0.278613, 0.171119], [-1.349529, 0.501525, 0.375584], [-0.394566, 0.540425, -0.686324], [0.785168, 1.029119, -0.509320], [1.363238, 1.271219, 0.607406], [-0.615732, 0.170611, -1.635894], [2.290894, 1.557922, 0.732921], [0.897139, 1.260860, 1.554378], [0.632148, -1.587031, -0.457673], [1.464885, -1.569623, 0.395072], [0.963678, -1.752139, -1.499137], [-0.373800, -1.879897, -0.072494]],
  "forces_ev_per_angstrom": [[0.06, 0.39, 1.28], [2.73, -0.14, -2.60], [-0.92, -0.29, 1.29], [-1.12, 1.24, 1.79], [0.65, -0.53, -0.96], [-2.36, 0.18, 3.47], [-0.71, -0.01, -1.63], [1.40, 0.34, -1.22], [-0.05, -0.32, -1.73], [-0.44, -2.60, 0.44], [1.65, 0.63, 1.23], [-0.67, 0.61, -0.25], [-0.23, 0.50, -1.10]],
  "multiplicity": 1,
  "de_lowest_kj_mol": 526.0,
  "orbital_gap_ev": [8.8, 8.8]
}